DFT (ωB97M-V/def2-TZVPD) results for 2 unconnected molecules or ions with the total composition C4H10N2OS.

```
! RIJCOSX wB97M-V def2-TZVPD def2/J DEFGRID3
* xyz 0 1
C 1.48 0.57 -0.98
C 2.74 1.45 -1.00
C 3.24 -1.02 -0.95
C -3.74 -0.03 1.87
N 1.92 -0.77 -0.68
N -4.08 -0.85 0.67
O 1.05 -1.64 -0.36
S 4.18 0.32 -1.46
H 0.92 1.05 -0.19
H 0.99 0.48 -1.96
H 2.64 2.30 -1.63
H 3.07 1.82 0.07
H 3.66 -1.97 -1.06
H -2.69 -0.03 2.28
H -3.90 1.00 1.65
H -4.37 -0.33 2.83
H -3.38 -0.47 0.01
H -3.74 -1.88 0.87
*
```

Results
HOMO (alpha / beta) ... -7.85 / -7.85 eV
Frontier orbital gap (alpha / beta) ... 8.4 / 8.4 eV
Energy relative to the best compared isomer or geometry (same formula, charge and spin) ... 103.4 kcal/mol
E_LUMO (alpha / beta) ... 0.53 / 0.53 eV
Maximum force ... 4.3 eV/Å

Here are the Mulliken charges for atoms 1 to 8, given in e: atom 1 (C): -0.473, atom 2 (C): -0.628, atom 3 (C): -0.208, atom 4 (C): -0.689, atom 5 (N): 0.437, atom 6 (N): -0.587, atom 7 (O): -0.674, atom 8 (S): -0.124